1.
{"formula": "C5H10OSi", "method": "ωB97M-V with the def2-TZVPD basis set", "species": ["C", "C", "C", "C", "C", "O", "Si", "H", "H", "H", "H", "H", "H", "H", "H", "H", "H"], "xyz": [[3.323, -0.861, -1.063], [2.206, -0.995, -1.408], [-0.859, 0.805, 1.857], [-0.719, 1.796, -0.741], [-0.906, -1.871, -0.175], [-0.639, -2.213, -1.363], [-0.041, 0.226, 0.135], [4.107, -0.645, -0.305], [-1.879, 0.536, 1.774], [-0.634, 0.258, 2.803], [-0.748, 1.763, 2.168], [-0.671, 1.814, -1.852], [-1.698, 1.945, -0.455], [-0.193, 2.640, -0.320], [-1.773, -1.301, 0.024], [-0.322, -2.235, 0.689], [1.446, -1.663, -1.768]], "e_lumo_ev": [-0.989, -0.991], "total_charge": 0, "de_lowest_kj_mol": 532.82, "e_homo_ha": [-0.293, -0.293], "gap_ev": [6.98, 6.98]}


2.
{"formula": "C4H6O", "method": "ωB97M-V with the def2-TZVPD basis set", "species": ["C", "C", "C", "C", "H", "H", "H", "H", "H", "H", "O"], "xyz": [[0.793, -1.723, -0.208], [-0.437, -1.112, -0.182], [-0.613, 0.371, -0.274], [-0.380, 1.283, 0.825], [1.689, -1.166, -0.288], [0.896, -2.792, -0.220], [-1.362, -1.659, -0.185], [-1.286, 0.616, -1.105], [-0.148, 0.819, 1.798], [-0.743, 2.349, 0.869], [0.597, 1.115, -0.229]], "smiles": "C=C[C@H]1CO1", "e_lumo_ev": 1.164, "total_charge": 0, "de_lowest_kj_mol": 139.51, "e_homo_ha": -0.356, "gap_ev": 10.84}


3.
{"formula": "C31H39Cl5N2OPRbS2", "method": "ωB97M-V with the def2-TZVPD basis set", "species": ["Rb", "C", "N", "C", "C", "N", "C", "C", "C", "C", "C", "C", "C", "S", "C", "C", "C", "C", "C", "C", "S", "H", "H", "H", "H", "H", "H", "H", "H", "H", "H", "H", "H", "H", "H", "H", "H", "H", "H", "Cl", "C", "C", "Cl", "C", "Cl", "C", "O", "C", "Cl", "C", "Cl", "C", "C", "C", "P", "C", "C", "C", "C", "C", "C", "H", "H", "H", "H", "H", "H", "H", "H", "H", "H", "H", "H", "H", "H", "H", "H", "H", "H", "H", "H", "H"], "xyz": [[-0.424, -0.366, -0.144], [3.255, -1.051, 0.211], [2.346, -2.125, 0.602], [2.336, -3.218, -0.359], [1.675, -2.908, -1.702], [0.223, -2.858, -1.669], [-0.290, -2.397, -2.962], [-0.457, -4.059, -1.281], [0.164, -5.301, -1.350], [-0.489, -6.479, -1.013], [-1.814, -6.420, -0.608], [-2.453, -5.195, -0.538], [-1.814, -3.983, -0.858], [-2.724, -2.512, -0.739], [2.631, -2.549, 1.943], [3.302, -3.740, 2.200], [3.587, -4.165, 3.492], [3.195, -3.378, 4.563], [2.537, -2.184, 4.329], [2.243, -1.725, 3.033], [1.464, -0.191, 2.848], [4.289, -1.422, 0.099], [3.234, -0.280, 0.978], [2.947, -0.605, -0.738], [1.802, -4.048, 0.101], [3.367, -3.550, -0.584], [2.039, -3.661, -2.423], [2.022, -1.943, -2.077], [-0.119, -3.148, -3.751], [0.207, -1.474, -3.262], [-1.362, -2.223, -2.879], [1.195, -5.372, -1.679], [0.036, -7.426, -1.074], [-2.348, -7.328, -0.349], [-3.485, -5.138, -0.215], [3.625, -4.371, 1.381], [4.114, -5.099, 3.649], [3.407, -3.693, 5.580], [2.223, -1.561, 5.157], [-3.936, 2.396, -6.936], [-2.492, 1.802, -6.187], [-2.297, 1.927, -4.810], [-3.544, 2.643, -3.848], [-1.127, 1.497, -4.219], [-0.896, 1.637, -2.514], [-0.025, 0.930, -4.957], [1.052, 0.603, -4.427], [-0.299, 0.797, -6.364], [0.951, 0.084, -7.322], [-1.479, 1.213, -6.949], [-1.722, 1.017, -8.652], [-2.582, 3.974, 3.435], [-2.094, 2.645, 2.858], [-1.531, 1.741, 3.960], [-0.895, 2.608, 1.417], [0.744, 3.176, 2.103], [0.815, 4.397, 3.019], [1.718, 3.298, 0.930], [-1.478, 3.949, 0.241], [-1.319, 5.432, 0.577], [-2.923, 3.615, -0.142], [-3.291, 3.771, 4.245], [-3.101, 4.577, 2.690], [-1.766, 4.563, 3.851], [-2.968, 2.138, 2.432], [-0.751, 2.255, 4.525], [-1.083, 0.835, 3.547], [-2.322, 1.451, 4.656], [1.057, 2.302, 2.683], [0.399, 5.292, 2.557], [1.863, 4.600, 3.262], [0.296, 4.216, 3.960], [1.472, 4.146, 0.285], [1.703, 2.388, 0.327], [2.736, 3.434, 1.300], [-0.863, 3.754, -0.643], [-1.758, 5.697, 1.539], [-1.819, 6.028, -0.193], [-0.269, 5.726, 0.587], [-3.615, 3.880, 0.661], [-3.033, 2.549, -0.351], [-3.216, 4.158, -1.043]], "e_lumo_ev": 3.738, "total_charge": -2, "de_lowest_kj_mol": 45.30, "e_homo_ha": -0.063, "gap_ev": 5.46}


4.
{"formula": "C2H3N3", "method": "ωB97M-V with the def2-TZVPD basis set", "species": ["C", "C", "N", "N", "N", "H", "H", "H"], "xyz": [[-1.819, -0.586, 0.680], [0.453, -0.249, -0.304], [-2.652, -1.228, 1.120], [-0.968, 0.211, 0.141], [1.243, 0.794, -0.567], [0.656, -1.361, -0.281], [2.212, 0.692, -0.445], [0.874, 1.727, -0.344]], "smiles": "N#C/N=C/N", "e_lumo_ev": -0.350, "total_charge": 0, "de_lowest_kj_mol": 196.32, "e_homo_ha": -0.327, "gap_ev": 8.54}


5.
{"formula": "C16H18ClN3O3S", "method": "ωB97M-V with the def2-TZVPD basis set", "species": ["C", "N", "S", "O", "O", "C", "C", "C", "C", "C", "C", "H", "H", "Cl", "H", "H", "C", "H", "C", "O", "N", "H", "C", "C", "C", "N", "C", "C", "C", "C", "H", "H", "H", "H", "H", "H", "H", "H", "H", "H", "H", "H"], "xyz": [[1.674, 0.880, -0.059], [1.654, -0.223, 0.875], [0.118, -0.583, 1.434], [0.214, -1.769, 2.227], [-0.848, -0.565, 0.364], [-0.187, 0.826, 2.491], [0.534, 0.943, 3.665], [0.319, 2.033, 4.490], [-0.618, 2.990, 4.118], [-1.343, 2.869, 2.940], [-1.122, 1.774, 2.122], [-1.667, 1.634, 1.202], [-2.069, 3.621, 2.673], [-0.887, 4.349, 5.140], [0.867, 2.145, 5.412], [1.245, 0.174, 3.921], [2.510, -1.348, 0.563], [2.252, -2.139, 1.271], [2.381, -1.893, -0.867], [3.360, -2.106, -1.553], [1.119, -2.130, -1.260], [0.338, -1.863, -0.676], [0.791, -2.569, -2.598], [0.271, -1.409, -3.457], [-0.935, -0.775, -2.819], [-1.893, -1.603, -2.420], [-2.953, -1.106, -1.817], [-3.133, 0.248, -1.578], [-2.146, 1.118, -2.008], [-1.030, 0.601, -2.642], [-0.243, 1.254, -2.993], [-2.240, 2.184, -1.849], [-4.014, 0.606, -1.069], [-3.694, -1.831, -1.507], [1.059, -0.665, -3.592], [-0.003, -1.804, -4.437], [0.018, -3.337, -2.530], [1.701, -2.984, -3.036], [3.553, -1.054, 0.719], [1.240, 1.750, 0.433], [2.706, 1.096, -0.329], [1.098, 0.663, -0.963]], "smiles": "CN(CC(=O)NCCc1ccccn1)S(=O)(=O)c1ccc(Cl)cc1", "e_lumo_ev": 0.130, "total_charge": 0, "de_lowest_kj_mol": 12.99, "e_homo_ha": -0.341, "gap_ev": 9.42}


6.
{"formula": "C36H69GeN7O9P2Ru", "method": "ωB97M-V with the def2-TZVPD basis set", "species": ["Ru", "O", "C", "O", "C", "C", "C", "C", "O", "C", "O", "C", "C", "H", "H", "H", "H", "H", "N", "C", "O", "C", "C", "C", "N", "C", "C", "H", "H", "H", "H", "H", "H", "C", "C", "N", "C", "C", "C", "C", "N", "H", "H", "H", "H", "H", "H", "H", "H", "H", "H", "H", "H", "H", "H", "C", "N", "C", "P", "O", "N", "C", "C", "N", "C", "C", "H", "H", "H", "H", "H", "H", "H", "H", "H", "H", "H", "H", "H", "H", "H", "H", "H", "H", "C", "C", "O", "P", "O", "C", "C", "O", "C", "C", "H", "H", "H", "H", "H", "H", "H", "H", "H", "H", "H", "H", "H", "H", "H", "C", "Ge", "C", "C", "C", "H", "H", "H", "H", "H", "H", "H", "H", "H", "H", "H"], "xyz": [[-0.224, -0.168, -0.114], [-0.688, 1.041, -2.234], [-0.221, 0.043, -2.840], [0.166, -0.982, -2.196], [-0.127, 0.062, -4.327], [-0.219, 1.271, -4.998], [-0.089, 1.343, -6.390], [0.107, 0.159, -7.052], [0.253, -0.038, -8.388], [0.400, -1.455, -8.588], [0.404, -2.059, -7.283], [0.195, -1.050, -6.384], [0.097, -1.138, -5.025], [-0.400, 2.170, -4.420], [-0.137, 2.289, -6.923], [1.338, -1.658, -9.091], [-0.435, -1.831, -9.167], [0.190, -2.082, -4.503], [3.050, -6.063, 2.720], [2.296, -5.948, 1.591], [2.009, -6.882, 0.869], [1.797, -4.560, 1.274], [1.226, -3.739, 2.234], [0.690, -2.526, 1.842], [0.711, -2.105, 0.573], [1.292, -2.887, -0.355], [1.831, -4.120, -0.040], [3.419, -6.971, 2.950], [3.382, -5.264, 3.222], [1.163, -4.045, 3.275], [0.232, -1.856, 2.562], [1.308, -2.509, -1.364], [2.259, -4.745, -0.817], [3.158, 1.537, -3.550], [3.384, 2.432, -2.332], [3.812, 1.695, -1.140], [5.226, 1.787, -0.761], [6.162, 0.960, -1.637], [2.937, 0.889, -0.490], [3.485, -0.035, 0.564], [1.663, 0.866, -0.756], [2.859, 2.139, -4.414], [2.374, 0.799, -3.365], [4.075, 0.999, -3.809], [2.475, 2.996, -2.106], [4.156, 3.165, -2.546], [5.334, 1.491, 0.279], [5.511, 2.836, -0.818], [5.861, -0.092, -1.648], [7.185, 1.026, -1.258], [6.165, 1.325, -2.670], [3.839, 0.532, 1.424], [4.309, -0.635, 0.166], [2.686, -0.680, 0.901], [1.354, 1.478, -1.493], [3.488, 0.725, 3.814], [2.761, 1.842, 3.212], [3.401, 3.146, 3.375], [1.121, 1.649, 3.117], [0.765, 0.537, 2.177], [0.602, 1.281, 4.637], [1.216, 1.891, 5.815], [-0.077, 0.009, 4.905], [0.534, 3.132, 2.712], [0.699, 3.632, 1.347], [0.130, 4.160, 3.665], [4.502, 0.681, 3.414], [2.993, -0.221, 3.579], [3.565, 0.823, 4.901], [4.313, 3.193, 2.774], [3.678, 3.341, 4.417], [2.736, 3.944, 3.037], [1.826, 2.754, 5.542], [1.855, 1.177, 6.346], [0.444, 2.230, 6.509], [-0.593, -0.339, 4.016], [-0.815, 0.147, 5.698], [0.633, -0.762, 5.229], [0.828, 2.817, 0.656], [1.568, 4.296, 1.253], [-0.192, 4.194, 1.061], [-0.123, 3.728, 4.628], [-0.762, 4.661, 3.286], [0.909, 4.918, 3.811], [-3.142, -3.912, -1.748], [-2.175, -2.857, -2.247], [-2.772, -1.534, -2.187], [-2.648, -0.558, -0.921], [-3.488, 0.672, -1.474], [-3.544, 1.171, -2.836], [-4.976, 1.119, -3.303], [-3.703, -1.188, 0.122], [-5.076, -1.477, -0.273], [-5.594, -2.611, 0.577], [-2.719, -4.904, -1.929], [-4.099, -3.847, -2.277], [-3.321, -3.800, -0.676], [-1.934, -3.022, -3.292], [-1.255, -2.877, -1.677], [-2.904, 0.585, -3.484], [-3.170, 2.190, -2.821], [-5.334, 0.086, -3.329], [-5.040, 1.534, -4.314], [-5.625, 1.703, -2.645], [-5.114, -1.732, -1.330], [-5.669, -0.575, -0.125], [-5.045, -3.533, 0.384], [-6.648, -2.779, 0.349], [-5.505, -2.375, 1.642], [-5.382, 0.990, 1.985], [-3.511, 0.699, 2.446], [-3.249, 1.783, 4.065], [-3.019, -1.147, 2.850], [-2.279, 1.368, 1.097], [-5.949, 1.093, 2.914], [-5.816, 0.176, 1.398], [-5.473, 1.923, 1.419], [-3.430, 1.157, 4.948], [-3.978, 2.602, 4.070], [-2.246, 2.201, 4.123], [-3.194, -1.384, 3.904], [-1.961, -1.277, 2.617], [-3.585, -1.840, 2.225], [-1.228, 1.197, 1.264], [-2.490, 2.180, 0.403]], "e_lumo_ev": [-2.081, -2.205], "total_charge": 1, "e_homo_ha": [-0.351, -0.373], "gap_ev": [7.46, 7.94], "spin_multiplicity": 2, "s2": 0.9128}


7.
{"formula": "C4H4N2OS", "method": "ωB97M-V with the def2-TZVPD basis set", "species": ["C", "C", "C", "C", "H", "H", "H", "H", "N", "N", "O", "S"], "xyz": [[1.482, -0.451, -0.186], [0.177, -0.904, -0.325], [-0.980, -0.046, -0.121], [0.641, 1.633, 0.013], [2.474, -2.193, 0.446], [3.589, -0.954, 0.989], [0.139, -1.954, -0.078], [0.681, 2.720, 0.250], [2.605, -1.139, 0.040], [1.687, 0.985, 0.019], [-0.579, 1.292, -0.019], [-2.513, -0.517, 0.115]], "e_lumo_ev": -0.619, "total_charge": 0, "de_lowest_kj_mol": 334.32, "e_homo_ha": -0.312, "gap_ev": 7.87}